No. 1
{
  "formula": "C31H22N5OPPtS",
  "method": "ωB97M-V/def2-TZVPD",
  "symbols": ["Pt", "S", "N", "C", "C", "C", "C", "C", "N", "C", "C", "N", "C", "C", "C", "C", "C", "N", "H", "H", "H", "H", "H", "H", "O", "N", "C", "C", "C", "C", "C", "C", "C", "P", "C", "C", "C", "C", "C", "C", "C", "C", "C", "C", "C", "C", "H", "H", "H", "H", "H", "H", "H", "H", "H", "H", "H", "H", "H", "H", "H", "H"],
  "xyz": [[0.612, -0.508, 0.691], [-1.018, -7.126, -2.268], [0.193, -6.122, -2.585], [0.016, -5.055, -1.818], [0.874, -3.893, -1.789], [2.045, -3.745, -2.547], [2.806, -2.605, -2.386], [2.381, -1.607, -1.522], [1.239, -1.706, -0.826], [0.514, -2.866, -0.919], [-0.610, -2.991, -0.031], [-0.792, -1.975, 0.853], [-1.846, -1.987, 1.672], [-2.752, -3.042, 1.667], [-2.554, -4.112, 0.820], [-1.458, -4.097, -0.055], [-1.125, -5.148, -0.988], [-1.791, -6.283, -1.143], [2.346, -4.536, -3.224], [3.735, -2.473, -2.924], [2.965, -0.712, -1.382], [-1.966, -1.154, 2.349], [-3.593, -3.012, 2.345], [-3.227, -4.962, 0.819], [0.574, -1.156, 3.269], [0.240, 0.026, 2.635], [-0.095, 1.043, 3.341], [-0.418, 2.368, 2.865], [-0.650, 3.341, 3.835], [-0.846, 4.672, 3.474], [-0.785, 5.044, 2.144], [-0.564, 4.084, 1.155], [-0.396, 2.747, 1.509], [-0.114, 1.650, 0.147], [-1.299, 1.626, -1.099], [-2.455, 2.430, -0.934], [-3.401, 2.461, -1.937], [-3.219, 1.694, -3.085], [-2.097, 0.868, -3.240], [-1.141, 0.822, -2.256], [1.639, 1.504, -0.142], [2.522, 1.664, 0.973], [3.861, 1.919, 0.763], [4.317, 2.142, -0.535], [3.457, 2.038, -1.646], [2.146, 1.686, -1.469], [0.768, -0.988, 4.212], [-0.127, 0.898, 4.420], [-0.668, 3.064, 4.882], [-1.030, 5.414, 4.240], [-0.911, 6.080, 1.859], [-0.530, 4.397, 0.117], [-2.599, 3.022, -0.041], [-4.282, 3.081, -1.831], [-3.965, 1.727, -3.871], [-1.990, 0.269, -4.134], [-0.287, 0.164, -2.364], [2.139, 1.618, 1.986], [4.538, 2.008, 1.602], [5.352, 2.426, -0.692], [3.835, 2.247, -2.639], [1.486, 1.618, -2.323]],
  "forces_ev_per_a": [[-0.23, 0.19, -0.03], [0.07, -0.04, 0.09], [-0.07, 0.05, -0.08], [0.05, -0.03, 0.00], [-0.03, 0.02, 0.02], [0.02, 0.00, 0.01], [0.02, -0.03, -0.04], [-0.05, 0.07, 0.02], [-0.08, -0.22, -0.01], [0.01, 0.07, 0.01], [0.06, 0.01, -0.12], [0.01, 0.09, 0.01], [0.03, -0.02, 0.05], [0.00, 0.01, 0.02], [0.02, -0.03, 0.00], [-0.01, 0.04, 0.00], [0.00, -0.05, 0.05], [-0.06, 0.06, -0.08], [0.00, 0.00, 0.00], [0.00, 0.00, 0.00], [0.02, 0.09, 0.00], [-0.01, -0.01, 0.00], [0.01, 0.00, 0.01], [0.00, 0.00, -0.01], [-0.03, 0.02, 0.01], [0.18, 0.07, 0.16], [-0.23, -0.19, 0.07], [0.18, 0.04, 0.03], [0.01, -0.05, -0.03], [-0.01, 0.04, 0.02], [0.01, 0.03, 0.00], [-0.05, -0.01, -0.01], [-0.25, 0.01, -0.18], [0.29, -0.14, 0.15], [-0.01, 0.10, -0.04], [-0.02, -0.04, -0.03], [0.02, 0.01, 0.03], [0.01, -0.03, -0.04], [-0.03, 0.01, 0.00], [0.03, 0.01, 0.01], [0.00, 0.02, -0.04], [-0.02, -0.03, 0.02], [0.03, 0.01, -0.05], [-0.02, -0.03, -0.01], [0.07, -0.05, 0.06], [0.00, -0.13, 0.03], [0.04, -0.01, 0.00], [0.00, 0.00, 0.01], [0.00, 0.00, 0.00], [0.00, 0.00, 0.00], [0.00, 0.00, 0.00], [0.00, 0.00, 0.02], [-0.03, -0.02, -0.01], [0.00, 0.00, 0.01], [0.00, 0.00, 0.00], [0.00, 0.00, 0.00], [0.02, 0.02, -0.01], [0.08, 0.08, -0.06], [0.00, 0.01, 0.00], [0.00, -0.01, -0.01], [-0.01, 0.01, 0.00], [-0.03, 0.02, -0.02]],
  "homo_energy_ev": -19.37,
  "energy_ev": -65330.9640,
  "homo_lumo_gap_ev": 5.1,
  "charge": 4
}

***

No. 2
{
  "formula": "C31H22N6O8PtS3",
  "method": "ωB97M-V/def2-TZVPD",
  "symbols": ["Pt", "O", "C", "C", "C", "C", "C", "C", "C", "N", "C", "C", "N", "C", "C", "C", "C", "C", "C", "C", "O", "H", "H", "H", "H", "H", "H", "H", "H", "H", "H", "H", "H", "H", "H", "S", "C", "S", "C", "N", "N", "C", "C", "C", "C", "C", "C", "S", "H", "H", "H", "H", "H", "O", "C", "O", "C", "C", "C", "C", "C", "C", "N", "O", "O", "N", "O", "O", "H", "H", "H"],
  "xyz": [[0.993, 1.083, 0.605], [0.822, 2.289, -1.204], [-0.146, 3.041, -1.590], [-0.170, 3.442, -2.957], [-1.201, 4.180, -3.467], [-2.281, 4.597, -2.662], [-2.270, 4.255, -1.339], [-1.232, 3.480, -0.775], [-1.248, 3.306, 0.644], [-0.426, 2.611, 1.346], [-0.399, 2.866, 2.783], [0.772, 2.117, 3.429], [1.850, 1.927, 2.466], [3.053, 2.158, 2.801], [4.244, 1.945, 1.980], [5.436, 2.417, 2.498], [6.642, 2.288, 1.811], [6.685, 1.665, 0.556], [5.538, 1.173, 0.003], [4.269, 1.269, 0.685], [3.270, 0.761, 0.137], [0.649, 3.104, -3.577], [-1.188, 4.448, -4.517], [-3.086, 5.184, -3.080], [-3.081, 4.568, -0.690], [-2.003, 3.892, 1.177], [-1.335, 2.568, 3.265], [-0.264, 3.938, 2.945], [0.448, 1.116, 3.721], [1.122, 2.635, 4.326], [3.256, 2.559, 3.800], [5.428, 2.909, 3.463], [7.550, 2.675, 2.252], [7.626, 1.578, 0.031], [5.518, 0.681, -0.960], [-3.002, -4.301, -0.278], [-1.807, -3.640, 0.611], [-1.451, -1.949, 0.644], [-0.062, -2.230, 1.639], [0.098, -3.527, 1.940], [-0.836, -4.278, 1.391], [-0.729, -5.693, 1.627], [-1.860, -6.481, 1.774], [-1.703, -7.838, 2.016], [-0.439, -8.397, 2.112], [0.683, -7.590, 1.981], [0.545, -6.235, 1.739], [0.961, -1.072, 2.244], [-2.845, -6.050, 1.723], [-2.583, -8.455, 2.134], [-0.327, -9.458, 2.291], [1.674, -8.014, 2.064], [1.411, -5.599, 1.633], [1.195, -0.380, -2.982], [0.395, -0.273, -2.074], [0.620, -0.487, -0.815], [-1.046, 0.062, -2.411], [-1.517, -0.179, -3.695], [-2.837, 0.113, -3.995], [-3.717, 0.650, -3.074], [-3.211, 0.872, -1.809], [-1.910, 0.581, -1.458], [-4.107, 1.425, -0.777], [-5.230, 1.738, -1.109], [-3.647, 1.581, 0.340], [-3.339, -0.160, -5.356], [-2.593, -0.727, -6.125], [-4.466, 0.204, -5.620], [-0.849, -0.573, -4.447], [-4.740, 0.876, -3.329], [-1.572, 0.758, -0.448]],
  "forces_ev_per_a": [[-0.46, -0.02, 0.43], [0.34, 0.32, 0.01], [-0.11, -0.12, -0.05], [-0.04, 0.01, 0.02], [-0.03, 0.00, -0.03], [0.02, -0.03, 0.00], [-0.01, -0.04, 0.01], [0.06, 0.09, 0.03], [0.12, 0.05, -0.01], [-0.28, -0.21, 0.05], [0.10, 0.02, 0.00], [-0.03, -0.02, -0.01], [0.11, 0.12, -0.09], [0.00, -0.06, -0.04], [-0.02, 0.05, 0.06], [-0.01, 0.00, -0.02], [0.01, 0.01, 0.03], [-0.03, -0.02, -0.05], [0.08, 0.02, 0.04], [-0.13, 0.03, -0.06], [0.27, -0.14, 0.02], [0.01, -0.01, -0.01], [0.00, 0.00, -0.01], [-0.02, 0.00, -0.01], [0.00, 0.03, 0.02], [0.06, 0.06, 0.00], [0.01, -0.03, -0.01], [-0.02, -0.01, 0.01], [0.00, 0.02, 0.01], [0.00, 0.02, -0.01], [0.01, -0.01, 0.00], [0.02, 0.00, 0.01], [0.00, 0.01, 0.01], [0.01, -0.01, 0.00], [-0.01, 0.00, -0.01], [-0.05, -0.05, -0.01], [0.14, 0.03, -0.03], [-0.03, 0.02, -0.09], [-0.13, -0.06, 0.05], [-0.05, 0.06, 0.12], [-0.06, -0.03, 0.06], [0.02, 0.00, -0.07], [0.01, -0.02, 0.13], [-0.03, 0.02, 0.00], [0.03, 0.03, -0.02], [0.00, -0.02, 0.01], [-0.02, -0.02, -0.09], [0.24, 0.06, -0.14], [-0.01, 0.02, -0.02], [0.00, -0.02, 0.00], [0.00, -0.01, 0.01], [0.00, -0.01, -0.01], [0.00, 0.02, -0.01], [-0.02, -0.12, -0.04], [0.10, 0.02, 0.03], [0.01, 0.01, -0.06], [-0.10, -0.12, -0.13], [0.03, 0.15, 0.03], [-0.04, 0.00, 0.02], [0.08, -0.01, 0.00], [-0.19, -0.12, 0.06], [0.04, -0.11, 0.01], [0.23, 0.33, -0.19], [-0.10, -0.08, 0.05], [-0.10, -0.12, 0.08], [0.05, 0.05, 0.07], [0.02, -0.03, -0.06], [-0.07, 0.00, -0.03], [0.00, -0.02, 0.02], [0.01, 0.01, -0.01], [-0.01, -0.01, -0.04]],
  "homo_energy_ev": [-7.45, -7.32],
  "energy_ev": -93567.3701,
  "homo_lumo_gap_ev": [6.8, 4.2],
  "charge": 0,
  "spin_multiplicity": 5
}

***

No. 3
{
  "formula": "C31H23BF4O2S",
  "method": "ωB97M-V/def2-TZVPD",
  "symbols": ["F", "C", "C", "C", "C", "C", "C", "C", "C", "C", "C", "C", "C", "C", "H", "H", "H", "H", "H", "H", "H", "H", "H", "H", "C", "C", "C", "C", "C", "B", "C", "C", "C", "C", "C", "F", "F", "F", "C", "C", "O", "C", "C", "C", "C", "C", "C", "O", "S", "H", "H", "H", "H", "H", "H", "H", "H", "H", "H", "H", "H", "H"],
  "xyz": [[-3.393, 0.201, 4.168], [-2.142, 0.270, 3.610], [-1.049, 0.522, 4.432], [0.217, 0.586, 3.852], [0.369, 0.449, 2.470], [-0.766, 0.338, 1.671], [-0.699, 0.266, 0.145], [-1.023, -1.202, -0.132], [-0.084, -2.103, 0.384], [-0.228, -3.463, 0.160], [-1.431, -3.957, -0.386], [-2.470, -3.072, -0.688], [-2.275, -1.691, -0.532], [-2.022, 0.131, 2.232], [-1.215, 0.668, 5.495], [1.085, 0.788, 4.476], [1.373, 0.434, 2.029], [0.361, 0.348, -0.131], [0.772, -1.724, 1.139], [0.580, -4.151, 0.425], [-1.555, -5.027, -0.576], [-3.432, -3.432, -1.080], [-3.131, -1.025, -0.655], [-2.891, -0.119, 1.621], [2.393, 3.289, -3.468], [1.230, 2.559, -2.940], [0.734, 1.367, -3.427], [-0.339, 0.855, -2.661], [-0.602, 1.639, -1.547], [2.365, -1.642, 0.795], [-1.531, 1.407, -0.420], [-1.405, 2.591, 0.496], [-2.481, 3.328, 0.921], [-3.776, 2.947, 0.531], [-4.952, 3.684, 1.085], [-5.555, 4.476, 0.138], [-5.908, 2.818, 1.556], [-4.586, 4.502, 2.120], [-3.977, 1.918, -0.390], [-2.918, 1.212, -0.898], [2.378, -2.088, -0.535], [3.698, -2.342, -0.832], [4.502, -1.825, 0.193], [5.845, -2.137, 0.223], [6.177, -3.380, -0.345], [5.295, -4.031, -1.222], [4.121, -3.372, -1.646], [3.687, -1.331, 1.195], [0.385, 3.066, -1.544], [2.326, 3.311, -4.560], [2.405, 4.304, -3.067], [3.318, 2.783, -3.157], [1.208, 0.900, -4.297], [-0.856, -0.082, -2.850], [-0.423, 2.803, 0.933], [-2.325, 4.169, 1.593], [-4.997, 1.677, -0.731], [-3.090, 0.567, -1.763], [6.559, -1.400, 0.575], [7.155, -3.832, -0.128], [5.514, -5.039, -1.608], [3.472, -3.709, -2.445]],
  "forces_ev_per_a": [[0.89, -0.09, -0.29], [-0.45, 0.06, -0.27], [-0.13, 0.02, -0.08], [-0.21, -0.01, -0.02], [0.08, 0.44, 0.33], [-0.10, -0.88, -0.20], [0.16, -2.75, 3.02], [-0.49, 1.05, 0.71], [-0.67, -1.08, 0.07], [-0.49, -0.30, -0.04], [0.24, 0.19, -0.15], [0.19, 0.11, 0.01], [0.47, -0.81, -0.06], [-0.19, 0.37, 1.08], [0.10, -0.05, -0.14], [-0.14, -0.18, -0.08], [-0.46, 0.36, 0.09], [-0.33, 0.44, 0.04], [-0.78, -0.33, -1.17], [-0.34, 0.19, 0.03], [0.07, 0.35, 0.17], [0.51, 0.09, 0.32], [0.48, -0.06, -0.20], [0.21, 0.27, 0.21], [0.45, 0.27, -0.02], [-0.67, -1.26, -0.29], [0.63, 0.80, -0.03], [-0.30, 0.39, 1.08], [0.45, 1.26, -3.44], [1.80, 0.80, -1.38], [0.83, 1.09, -0.59], [-0.59, 0.42, 1.10], [0.65, -0.50, -0.24], [-0.25, 0.52, 0.51], [-0.22, 0.18, 0.25], [0.23, -0.57, 0.84], [0.61, 0.90, -0.40], [-0.59, -0.59, -0.82], [-0.15, -0.55, -0.44], [-0.87, -0.22, -0.24], [-0.33, 0.15, 0.67], [0.62, -0.06, 1.55], [-1.33, -0.85, -1.28], [0.56, -0.32, 0.00], [0.30, 0.50, -0.25], [-0.33, 0.19, -0.76], [0.46, -0.74, 0.27], [-0.76, 0.44, 0.01], [-0.03, -0.55, -0.31], [0.26, 0.16, 0.14], [0.18, 0.04, -0.24], [-0.10, 0.24, -0.21], [-0.43, 0.03, 0.31], [0.11, 0.15, -0.03], [-0.38, -0.07, -0.37], [-0.09, -0.24, -0.13], [0.58, 0.27, 0.11], [0.16, 0.21, 0.40], [0.15, -0.67, 0.89], [-0.41, 0.38, -0.27], [0.10, 0.77, 0.03], [0.06, -0.38, 0.23]],
  "homo_energy_ev": -5.68,
  "energy_ev": -58990.1280,
  "homo_lumo_gap_ev": 2.6,
  "charge": 0
}